{
  "formula": "C45H68F6N5O19S2",
  "method": "wB97M-V/def2-TZVPD",
  "symbols": ["C", "C", "H", "H", "H", "C", "H", "O", "H", "O", "H", "F", "N", "H", "C", "H", "H", "H", "O", "O", "O", "C", "H", "H", "H", "H", "C", "F", "O", "H", "C", "H", "C", "H", "H", "H", "C", "N", "H", "C", "H", "H", "C", "C", "O", "H", "C", "H", "O", "O", "N", "O", "S", "H", "H", "H", "H", "C", "N", "C", "H", "H", "C", "O", "H", "C", "O", "H", "H", "H", "F", "H", "H", "C", "C", "C", "H", "H", "H", "C", "O", "H", "H", "C", "C", "H", "O", "C", "O", "C", "H", "C", "C", "O", "F", "C", "H", "C", "H", "H", "S", "H", "C", "F", "H", "H", "H", "H", "H", "C", "C", "C", "H", "H", "F", "C", "C", "C", "C", "H", "C", "H", "H", "H", "H", "O", "H", "H", "H", "C", "C", "H", "C", "O", "O", "N", "H", "H", "C", "C", "C", "H", "H", "C", "H"],
  "xyz": [[1.268, 2.552, 3.081], [-1.883, 1.982, -5.741], [-3.295, 5.857, -2.055], [-2.740, 3.739, -1.077], [1.919, 4.681, -5.544], [5.284, 2.982, 1.046], [0.271, -2.285, -2.948], [-5.166, -4.989, 0.184], [8.283, 4.156, 1.434], [-3.154, -1.280, -5.594], [-0.959, 1.797, -6.293], [-1.707, -0.733, -1.974], [0.423, 0.194, 0.132], [-0.868, -7.228, 3.230], [4.540, -2.231, 1.063], [2.909, -2.806, 1.900], [-1.627, -7.053, 0.339], [-1.964, 1.675, 3.501], [-1.536, 0.184, 1.642], [-3.952, 5.069, -4.616], [3.814, -3.145, 1.867], [7.201, 2.278, 1.975], [7.146, -0.162, 0.044], [-5.213, 2.291, -1.902], [-0.469, -4.404, 1.007], [1.003, -1.144, 1.201], [1.141, -4.370, -2.973], [-1.743, -2.011, -0.224], [-2.998, -5.626, 4.033], [-3.749, 2.872, 1.757], [-5.413, -3.421, 1.952], [-2.095, 3.503, 1.805], [-3.405, 4.516, 4.327], [-4.351, 3.900, -0.357], [-5.980, -2.521, 2.172], [6.814, 1.932, -1.084], [-3.020, -0.096, -5.667], [1.631, 1.292, 2.707], [5.309, 1.084, 2.143], [-0.431, 5.401, -3.344], [-5.983, -3.096, -0.101], [6.357, -1.748, -2.427], [5.829, 1.940, 1.749], [-1.360, -5.031, 1.059], [0.376, 1.091, -2.256], [-3.682, 1.668, 3.655], [1.772, -4.215, -0.824], [-4.483, -3.413, 2.522], [-3.433, 4.540, 2.973], [-3.548, 0.627, -6.687], [0.783, 3.679, -4.024], [-3.818, 5.420, 4.985], [-1.183, 0.507, 0.292], [-1.240, 0.375, -4.469], [-5.893, -5.102, 3.279], [2.112, 3.908, 4.574], [5.752, 1.135, -2.349], [2.110, 2.945, 4.090], [6.232, 3.949, 0.895], [-2.179, 0.815, -4.799], [-2.712, 1.119, -3.902], [-0.653, -2.338, 2.340], [-4.061, 4.502, -3.574], [-4.237, 3.157, -3.517], [-2.447, -7.684, 2.432], [6.596, 1.041, -1.660], [-2.083, -4.661, 2.252], [-3.125, 2.883, 5.735], [0.627, -2.955, 3.363], [3.837, 1.881, 5.022], [3.331, 1.485, -2.012], [-1.713, 2.910, -5.194], [-1.962, -4.764, 0.190], [7.426, 3.506, 1.429], [7.152, -1.265, -1.853], [-2.976, 3.285, 2.402], [-4.242, -3.146, 0.100], [-1.202, 5.978, -2.863], [1.252, 0.784, 1.923], [-2.307, -5.712, 3.055], [8.047, -0.517, -2.676], [-1.952, -1.392, 5.318], [-3.486, 1.856, -2.156], [6.551, -0.257, -0.863], [-2.042, -0.799, -0.698], [4.522, -1.220, 1.500], [8.339, 1.619, -3.279], [0.300, -2.080, 2.806], [-5.889, -6.863, 1.150], [1.808, -5.037, -1.908], [-3.913, 2.575, -6.111], [1.194, 4.760, -4.751], [-5.171, -3.582, 0.451], [1.135, 2.568, -0.465], [3.339, 0.626, -0.011], [-3.129, 2.005, -6.613], [4.281, 3.196, 0.709], [-6.153, -4.723, 2.296], [5.540, -0.541, -0.574], [-2.581, -1.803, 3.704], [0.977, 1.236, -0.964], [-0.046, -6.787, 1.004], [3.014, 1.871, 4.327], [2.716, -0.565, -1.712], [3.074, -0.131, 3.362], [-1.672, 3.525, 4.979], [1.015, 2.710, -4.152], [5.584, -2.536, 1.041], [4.113, -2.151, 0.058], [2.707, 0.671, -1.181], [-5.751, -5.677, 1.193], [-2.715, 3.248, 4.800], [7.749, -2.039, -1.375], [6.113, 4.851, 0.474], [-3.351, -0.584, -0.559], [-1.097, -6.539, 1.139], [-2.824, 2.337, 3.582], [-4.028, 5.067, -2.167], [-1.635, -6.965, 2.506], [2.248, -6.019, -1.959], [-2.341, -2.200, 4.695], [0.146, -1.184, 3.408], [0.937, -2.317, -0.562], [0.536, 3.097, 2.507], [2.120, -4.378, 0.182], [1.306, -1.826, 1.817], [7.930, 1.656, 2.468], [-2.972, 2.452, -7.591], [-5.013, 5.503, -1.977], [0.481, 5.856, -4.343], [7.736, 0.806, -2.647], [-0.779, 3.329, -2.608], [-4.221, 2.654, -2.171], [-1.656, 1.744, -0.254], [-3.418, -2.858, 5.354], [1.097, -3.082, -1.193], [-1.528, -2.918, 4.548], [0.997, -4.734, -3.976], [-3.804, 3.832, -1.293], [2.683, 0.869, 3.459], [-0.239, 4.054, -3.190], [-7.237, -4.593, 2.245], [0.556, 6.837, -4.777], [0.743, -3.146, -2.508], [-3.247, -3.800, 5.233]],
  "lowdin_charge": [-0.135, -0.146, 0.108, 0.092, 0.102, -0.139, 0.106, 0.023, 0.102, 0.120, 0.118, 0.149, -0.299, 0.128, -0.171, 0.019, 0.116, 0.088, -0.270, 0.123, -0.133, -0.115, 0.114, 0.130, 0.100, -0.005, -0.105, 0.134, 0.106, 0.111, -0.133, 0.114, -0.495, 0.108, 0.115, 0.109, -0.475, 0.030, 0.077, -0.096, 0.126, 0.127, -0.111, -0.128, -0.292, 0.119, -0.149, 0.094, 0.021, 0.024, 0.026, 0.114, 0.615, 0.112, 0.121, 0.085, 0.123, -0.108, 0.011, -0.073, 0.096, 0.052, -0.486, 0.002, 0.129, -0.062, 0.009, 0.123, 0.093, 0.089, 0.159, 0.098, 0.121, -0.142, -0.150, -0.145, 0.102, 0.078, 0.069, -0.477, 0.022, 0.081, 0.089, -0.150, -0.667, 0.059, 0.118, -0.128, 0.115, -0.113, 0.111, -0.144, -0.149, -0.261, 0.132, -0.140, 0.115, -0.065, 0.069, 0.069, 0.577, 0.111, -0.111, 0.122, 0.105, 0.128, 0.131, 0.081, 0.066, -0.674, -0.492, -0.064, 0.122, 0.143, 0.143, -0.124, -0.159, -0.061, -0.051, 0.087, -0.166, 0.081, 0.092, 0.106, 0.103, -0.165, 0.090, 0.124, 0.130, -0.102, -0.481, 0.093, -0.134, -0.277, -0.122, 0.019, 0.063, 0.088, -0.140, -0.152, -0.150, 0.129, 0.085, -0.130, 0.038],
  "multiplicity": 1,
  "charge": -1,
  "orbital_gap_ev": 8.4,
  "lumo_ha": 0.07163
}



{
  "formula": "C40H26AsCl5CsN2OPS2",
  "method": "wB97M-V/def2-TZVPD",
  "symbols": ["C", "C", "H", "C", "S", "C", "C", "C", "H", "H", "C", "Cs", "H", "C", "H", "C", "N", "C", "C", "H", "H", "C", "C", "H", "C", "H", "C", "C", "As", "H", "C", "C", "C", "H", "Cl", "H", "H", "H", "C", "H", "C", "H", "H", "Cl", "O", "C", "H", "N", "H", "C", "C", "C", "H", "Cl", "C", "S", "H", "H", "H", "C", "C", "H", "Cl", "C", "P", "C", "C", "Cl", "C", "C", "C", "C", "H", "C", "C", "C", "C", "H", "C"],
  "xyz": [[-1.585, -2.345, 4.538], [1.371, -0.907, 11.326], [-0.949, 1.448, 10.592], [-1.769, 1.864, 5.106], [3.285, 0.425, 0.567], [5.256, 3.704, -0.781], [0.449, 0.616, 9.196], [4.255, 4.658, -0.973], [-3.231, 0.195, 3.040], [4.483, 3.140, 4.568], [4.899, 2.447, -0.322], [0.273, -0.373, 0.128], [1.736, -1.506, 12.152], [0.331, -0.015, 11.517], [5.677, 1.708, -0.179], [4.164, 2.869, 5.567], [7.767, 4.230, -1.258], [2.943, 4.309, -0.695], [-0.192, 3.960, 4.200], [-2.461, -4.217, 5.108], [2.973, 1.883, 9.106], [-3.463, -2.251, 0.071], [3.611, 1.614, 5.787], [-2.385, 1.048, 5.468], [0.740, -0.202, 6.148], [0.469, 0.845, 6.288], [4.301, 3.763, 6.622], [-2.220, -2.953, 0.165], [2.340, -0.525, 7.247], [3.992, 4.083, 8.722], [6.659, 4.002, -1.046], [-0.017, 2.682, 3.674], [-3.908, -2.899, 4.224], [0.413, 4.770, 3.814], [-3.355, -0.512, -0.019], [2.165, 5.047, -0.844], [1.283, -1.514, 4.492], [-1.290, 5.188, 5.577], [-4.114, -1.648, 3.652], [0.085, 1.223, 8.375], [3.308, 2.145, 8.111], [-0.065, -0.815, 6.558], [1.819, 0.118, 4.300], [-6.316, -5.085, 0.105], [-1.114, -2.341, 0.247], [-3.581, -5.011, 0.161], [3.540, 0.932, 4.950], [4.813, 7.062, -1.814], [2.758, -1.746, 9.917], [-3.056, -0.758, 3.525], [1.949, -1.041, 10.063], [-0.134, 0.748, 10.451], [4.731, 4.742, 6.450], [-6.153, -1.947, -0.002], [-4.691, -2.892, 0.059], [0.839, 2.751, 0.100], [-4.726, -3.605, 4.301], [-0.124, 0.089, 12.495], [-5.091, -1.373, 3.273], [-2.349, -4.377, 0.183], [4.568, 6.000, -1.443], [-0.598, -2.647, 4.866], [-0.870, -5.281, 0.287], [2.543, 3.044, -0.223], [-0.348, -0.032, 3.471], [-2.641, -3.242, 4.672], [-1.950, 3.140, 5.623], [-3.655, -6.749, 0.213], [-1.151, 4.190, 5.176], [-1.771, -1.091, 3.957], [3.577, 2.059, -0.022], [1.497, -0.279, 8.993], [0.694, 2.532, 2.863], [0.985, -0.480, 4.676], [-4.773, -4.283, 0.108], [3.155, 1.247, 7.057], [3.883, 3.394, 7.893], [-2.711, 3.313, 6.375], [-0.795, 1.621, 4.134]],
  "lowdin_charge": [-0.095, -0.103, 0.099, -0.110, 0.243, -0.231, -0.110, -0.232, 0.098, 0.112, -0.111, 0.894, 0.094, -0.108, 0.091, -0.072, 0.110, -0.108, -0.072, 0.097, 0.088, -0.590, -0.112, 0.098, -0.442, 0.051, -0.098, -0.535, 1.292, 0.093, -0.200, -0.101, -0.094, 0.106, 0.675, 0.091, 0.072, 0.092, -0.087, 0.098, -0.117, 0.067, 0.046, 0.600, -0.531, -0.703, 0.091, 0.110, 0.085, -0.126, -0.135, -0.086, 0.097, 0.630, -0.706, 0.294, 0.098, 0.094, 0.100, -0.608, -0.201, 0.092, 0.670, -0.745, 1.024, -0.088, -0.102, 0.624, -0.102, -0.373, -0.759, -0.434, 0.049, -0.426, -0.733, -0.397, -0.101, 0.092, -0.373],
  "multiplicity": 1,
  "charge": -2,
  "orbital_gap_ev": 4.8,
  "e_above_lowest_kj_mol": 126.7,
  "lumo_ha": 0.12433
}



{
  "formula": "C4H14N2O2",
  "method": "wB97M-V/def2-TZVPD",
  "symbols": ["H", "H", "C", "O", "N", "C", "H", "H", "H", "H", "H", "H", "H", "H", "O", "C", "N", "C", "H", "H", "H", "H"],
  "xyz": [[-1.062, -0.550, -2.376], [-0.782, 0.119, 1.966], [-1.023, -0.533, -1.402], [-2.157, 1.516, -2.040], [1.299, 1.023, -1.504], [0.192, 0.441, -0.640], [0.949, 1.643, -2.281], [1.848, 0.028, 0.716], [-0.817, -1.531, 1.227], [1.609, -1.717, 2.575], [0.765, -0.472, 3.502], [1.951, 1.458, -1.066], [-0.357, 1.286, -0.136], [1.415, -1.318, -0.075], [-1.729, -1.108, -0.608], [-0.060, -0.816, 1.691], [0.690, -1.231, 2.825], [0.814, -0.334, 0.400], [-3.074, 1.201, -2.321], [0.108, -1.718, 3.451], [-2.186, 2.365, -1.813], [1.605, 0.250, -2.091]],
  "lowdin_charge": [0.075, 0.199, -0.096, 0.002, 0.277, -0.238, 0.218, 0.134, 0.139, 0.231, 0.190, 0.081, 0.169, 0.193, 0.099, -0.156, 0.191, -0.188, 0.142, 0.163, -0.011, 0.187],
  "multiplicity": 1,
  "charge": 2,
  "orbital_gap_ev": 10.8,
  "e_above_lowest_kj_mol": 339.4,
  "lumo_ha": -0.24953
}



{
  "formula": "CH3NO3",
  "method": "wB97M-V/def2-TZVPD",
  "symbols": ["O", "O", "H", "N", "H", "H", "C", "O"],
  "xyz": [[1.131, -1.052, 2.160], [1.625, -1.298, -0.721], [1.469, -0.274, 2.605], [-0.457, 0.312, -1.127], [-1.343, -0.087, -0.938], [-0.235, 1.209, -0.691], [0.821, -0.722, -0.106], [0.392, -0.368, 1.058]],
  "lowdin_charge": [0.050, 0.187, 0.096, 0.072, -0.014, 0.008, -0.420, 0.020],
  "multiplicity": 1,
  "charge": 0,
  "orbital_gap_ev": 9.8,
  "e_above_lowest_kj_mol": 337.0,
  "lumo_ha": -0.00098
}



no.,electronic energy (eV)
1,-132099.471
2,-201890.921
3,-11430.112
4,-8713.474